(1)
Density functional theory data (ωB97M-V/def2-TZVPD) for a gas-phase ion, C6H10 (charge +1) in a non-equilibrium geometry.

2S+1: 2
M, Da: 82.1
Total charge: +1
Expectation value of S²: 0.769
HOMO (spin up / spin down), eV: -15.0 / -15.6
Energy relative to the best compared isomer or geometry (same formula, charge and spin), kcal per mole: 18.2
Frontier orbital gap (spin up / spin down), eV: 10.19 / 7.43

Geometry (Å):
C: 1.8838 0.1009 1.3086
C: 1.2780 -1.1108 0.6280
C: -2.1476 1.1627 -1.7768
C: -1.9790 0.4340 -0.6603
C: -0.6953 0.2761 -0.0254
C: -0.0027 -0.9322 -0.0579
H: 2.1406 0.8914 0.5952
H: 2.8355 -0.1477 1.7645
H: 1.2876 0.6338 2.0418
H: 1.0156 -1.7939 1.4472
H: 2.0263 -1.6183 0.0111
H: -3.0467 1.3297 -2.3690
H: -1.3108 1.6669 -2.2523
H: -2.6686 -0.3142 -0.2791
H: -0.1627 1.1905 0.2065
H: -0.4540 -1.7689 -0.5822

---

(2)
Density functional theory data (ωB97M-V/def2-TZVPD) for a molecular structure, C6H10Br12N2O4 in a non-equilibrium geometry.

M, Da: 1133.0
HOMO, eV: -9.9
Frontier orbital gap, eV: 9.23

Geometry (Å):
C: 10.2031 10.1285 14.4414
N: 8.8194 9.6033 14.7874
O: 7.8972 10.3840 14.7716
O: 8.7732 8.4282 15.0291
H: 10.2319 11.2072 14.6633
H: 10.2586 10.0413 13.3996
H: 10.7402 9.4784 15.1305
C: 12.1061 9.0304 6.1393
N: 10.6275 8.6890 6.1875
O: 10.0008 8.1828 5.2715
O: 10.0588 8.8861 7.2583
H: 12.5723 8.5210 7.0567
H: 12.2873 10.0889 6.1414
H: 12.4286 8.6134 5.2029
C: 5.4688 13.6848 11.0515
Br: 5.8402 11.9316 11.8195
Br: 4.5996 14.7606 12.2856
Br: 4.3420 13.5597 9.4793
H: 6.3831 14.0719 10.7210
C: 9.8591 11.8217 8.5284
Br: 8.4894 12.5845 7.4852
Br: 9.0341 11.5006 10.2505
Br: 11.4019 13.0956 8.7254
H: 10.2757 10.8644 8.1262
C: 12.4390 5.1922 11.4299
Br: 13.6217 3.7557 11.9789
Br: 13.2124 6.0921 9.9872
Br: 12.4381 6.3067 12.9603
H: 11.4855 4.7549 11.1940
C: 8.0840 8.0076 9.6315
Br: 8.4669 8.0894 11.4904
Br: 6.2660 8.7305 9.3370
Br: 7.9094 6.1593 9.0371
H: 8.8092 8.4686 9.0002

---

(3)
Density functional theory data (ωB97M-V/def2-TZVPD) for a single C6H10Br3OP molecule in a non-equilibrium geometry.

M, Da: 368.8
HOMO, eV: -8.9
Energy relative to the best compared isomer or geometry (same formula, charge and spin), kcal per mole: 23.0
Frontier orbital gap, eV: 9.31

Geometry (Å):
C: -1.0046 -0.3758 -0.1405
C: -0.0319 -1.0975 -0.6923
C: -0.1660 1.9676 -0.2719
C: -0.2171 0.6475 2.0071
C: 0.7166 -3.1076 -1.7105
C: -0.8395 0.9364 0.5981
O: -0.3519 -2.2277 -1.3886
P: -2.7222 -1.0246 -0.6848
Br: 1.8182 -0.8918 -0.4426
Br: -3.6598 0.7258 -1.4705
Br: -3.5187 -1.0911 1.4246
H: 0.1366 2.8929 0.3424
H: 0.7583 1.6230 -0.5134
H: -0.8097 2.0678 -1.2109
H: 0.7877 0.5711 1.8083
H: -0.3455 1.5483 2.5647
H: -0.5948 -0.1969 2.3901
H: 0.1957 -3.8728 -2.3586
H: 1.0425 -3.7087 -0.9498
H: 1.4451 -2.4616 -2.2967
H: -1.9067 1.4263 0.6349

---

(4)
Density functional theory data (ωB97M-V/def2-TZVPD) for a molecular structure, C6H10Cl2Mg2O4 in a non-equilibrium geometry.

M, Da: 265.7
Total charge: +2
HOMO, eV: -13.5
Energy relative to the best compared isomer or geometry (same formula, charge and spin), kcal per mole: 319.4
Frontier orbital gap, eV: 1.75

Geometry (Å):
Mg: -2.6154 1.3051 2.3078
Mg: -4.2286 -3.7553 0.4814
C: 1.4863 -1.9864 -1.2150
C: 0.1134 -1.7505 -0.5277
O: -0.1882 -0.7027 0.0056
O: -0.6621 -2.7152 -0.4812
H: 1.6357 -1.1290 -1.8713
H: 1.4836 -2.9144 -1.7868
H: 2.4077 -1.9809 -0.6328
C: -8.1711 0.3944 0.6058
C: -7.0132 -0.6821 0.5697
O: -7.1402 -1.7703 0.0511
O: -5.9062 -0.5235 1.0519
H: -8.4705 0.8078 -0.3573
H: -7.8109 1.1889 1.2592
H: -9.0090 -0.1741 1.0094
Cl: 5.3990 3.3195 -1.0510
C: 6.2003 1.8017 -0.4759
C: 7.4817 2.0982 0.2617
Cl: 7.0035 2.6224 1.8759
H: 6.4692 1.2191 -1.3571
H: 5.5123 1.1717 0.0879
H: 7.9724 2.9855 -0.1383
H: 8.0500 1.1704 0.3270

---

Among the records above, which one has the lowest M? C6H10

---

The lowest M belongs to which entry? C6H10

---

Which formula does entry 2 have? C6H10Br12N2O4